A molecular structure, C65H162N10O22Zn, computed with the ωB97M-V functional and the def2-TZVPD basis.

Structure (XYZ):
```
260
Properties=species:S:1:pos:R:3:forces:R:3:lowdin_charge:R:1
Zn 4.5677 -10.2123 -15.8308 0.1 2.1 -1.5 0.693
C 8.0056 -7.2382 -15.4773 -0.7 -0.7 0.5 -0.096
C 6.4343 -7.3149 -15.4721 0.1 -0.4 -0.9 -0.441
O 5.7888 -8.5240 -15.6972 0.3 -1.0 -0.2 -0.330
H 8.3294 -6.2080 -15.3297 -0.1 0.1 0.0 0.057
H 8.4714 -7.5938 -16.3963 -0.3 -0.1 -0.2 0.051
H 8.4250 -7.8369 -14.6688 0.0 -0.1 0.1 0.052
H 6.1722 -6.6314 -16.2797 -0.3 0.6 -0.2 0.063
H 6.0704 -6.8734 -14.5444 0.1 0.3 0.4 0.085
C 1.1246 -10.4780 -18.6686 0.6 -0.2 0.8 -0.025
C 1.6638 -10.2745 -17.2179 0.0 -0.1 0.6 -0.550
C 0.7998 -10.9691 -16.1612 -0.1 -0.3 -0.1 -0.052
O 3.0103 -10.5636 -17.0435 0.7 -0.4 -0.3 -0.270
H 0.0424 -10.3528 -18.7052 -0.1 0.7 0.0 0.057
H 1.2560 -11.4735 -19.0928 0.5 -0.3 0.3 0.055
H 1.6813 -9.7808 -19.2947 -0.6 0.1 -0.1 0.043
H 1.4904 -9.2234 -16.9873 -0.1 0.7 -0.2 0.111
H 1.1948 -10.7629 -15.1664 0.1 0.1 0.1 0.056
H 0.7873 -12.0525 -16.2796 0.1 -0.2 -0.1 0.064
H -0.2329 -10.6209 -16.1804 -0.2 0.1 -0.1 0.055
C 3.3547 -5.7254 -17.1701 -0.3 0.7 0.9 -0.093
O 2.5022 -4.8129 -16.4920 -0.2 0.6 1.6 -0.236
C 2.9717 -4.4384 -15.1415 0.0 -0.3 -0.9 -0.172
C 2.2269 -3.2447 -14.5506 -0.2 0.4 -0.1 -0.210
N 2.7242 -1.9319 -14.9727 0.0 -0.2 -1.3 -0.052
C 2.6313 -1.8597 -16.4495 2.1 1.0 -0.3 -0.196
C 3.0010 -0.4676 -17.0289 -0.8 -0.9 0.8 -0.209
O 1.8643 0.3516 -17.0119 -0.3 0.7 0.8 -0.194
C 0.9438 0.1427 -18.0477 0.1 0.2 -0.3 -0.113
H 2.8620 -5.9768 -18.1093 0.1 0.0 0.0 0.082
H 3.4981 -6.6210 -16.5656 0.2 -0.3 -0.1 0.070
H 4.3082 -5.2168 -17.3125 0.3 -0.3 -0.4 0.084
H 4.0465 -4.2654 -15.1957 0.2 0.3 -0.1 0.121
H 2.8565 -5.2474 -14.4201 -0.3 -0.4 -0.3 0.095
H 2.2728 -3.2625 -13.4617 0.3 -0.3 0.1 0.116
H 1.1674 -3.3484 -14.7847 -0.3 -0.3 -0.2 0.109
H 2.1560 -1.1954 -14.5793 -0.2 0.0 0.2 0.103
H 1.6938 -2.2325 -16.8620 -0.1 -0.1 0.0 0.105
H 3.4882 -2.4251 -16.8157 -0.4 -0.8 -0.1 0.111
H 3.4351 -0.4897 -18.0285 -0.1 -0.4 -0.3 0.116
H 3.7763 -0.0502 -16.3865 -0.2 0.3 0.2 0.122
H -0.0632 0.3694 -17.6975 0.1 0.4 0.0 0.092
H 0.8648 -0.8742 -18.4324 0.4 -0.3 0.1 0.063
H 1.2555 0.7927 -18.8653 -0.4 0.1 -0.4 0.089
C 1.5757 -11.8407 -23.0497 0.7 1.4 -1.8 -0.112
O 2.6922 -11.3480 -22.3434 0.3 0.7 0.6 -0.214
C 3.1457 -10.0701 -22.8581 1.4 -0.7 1.5 -0.170
C 4.2752 -9.5252 -21.8880 -1.9 0.9 0.5 -0.150
N 3.5746 -8.9090 -20.7295 -0.4 1.0 0.1 -0.073
C 4.4370 -8.6544 -19.5284 0.1 0.7 -2.1 -0.140
C 5.5172 -7.5275 -19.8113 -0.3 -1.6 0.4 -0.186
O 6.5265 -7.9352 -20.7130 0.0 -0.7 -0.1 -0.220
C 7.4477 -6.9416 -21.1005 -0.2 -0.6 -0.4 -0.108
H 1.9712 -11.9777 -24.0562 -0.3 -1.0 -0.4 0.084
H 0.9067 -11.0020 -23.2426 -0.8 0.0 0.5 0.063
H 1.0592 -12.7245 -22.6753 0.5 0.2 0.4 0.093
H 2.3263 -9.3542 -22.9241 -0.2 0.1 0.4 0.099
H 3.5452 -10.0987 -23.8718 0.1 -0.7 -0.2 0.112
H 4.8021 -8.7379 -22.4271 0.3 -0.3 0.1 0.106
H 4.9392 -10.2274 -21.3839 0.4 -0.7 -1.2 0.107
H 2.9224 -9.6326 -20.4627 -0.2 0.0 0.2 0.046
H 4.7219 -9.6699 -19.2530 1.2 0.4 0.6 0.090
H 3.9071 -8.2496 -18.6662 -0.6 -0.2 -0.2 0.096
H 5.9266 -7.3441 -18.8180 0.4 0.4 0.2 0.106
H 5.0943 -6.6160 -20.2337 -0.7 0.1 0.3 0.117
H 7.9892 -7.3497 -21.9539 0.3 -0.2 0.2 0.085
H 8.1450 -6.7174 -20.2932 0.0 0.4 0.0 0.088
H 6.9577 -6.0659 -21.5261 -0.2 0.4 0.5 0.084
C -1.3178 -14.8373 -15.6574 -0.9 0.3 0.1 -0.099
O -1.0534 -14.7561 -14.2649 0.0 0.2 -0.3 -0.167
C 0.3331 -14.7792 -14.0947 1.5 0.3 -0.2 -0.254
C 0.8145 -14.5203 -12.6625 -0.6 -1.0 -0.5 -0.169
N 2.2639 -14.7248 -12.5378 -0.9 1.6 -0.6 -0.046
C 2.7431 -14.9296 -11.1855 0.7 -1.4 -1.5 -0.214
C 2.6779 -13.8101 -10.1829 -1.1 -0.5 -0.1 -0.230
O 3.2463 -14.2853 -8.9959 -0.2 -0.2 0.5 -0.174
C 4.6053 -14.0254 -8.8731 0.6 0.5 1.0 -0.127
H -0.9557 -15.7550 -16.1209 0.4 -0.2 0.1 0.077
H -0.9041 -13.9773 -16.1842 0.2 0.1 -0.1 0.075
H -2.3950 -14.8186 -15.8227 0.0 0.1 0.2 0.092
H 0.8729 -14.0668 -14.7186 -0.3 0.7 -0.5 0.106
H 0.6892 -15.7164 -14.5226 0.3 -0.5 0.6 0.084
H 0.2207 -15.2513 -12.1137 0.1 -0.2 0.9 0.117
H 0.4811 -13.5342 -12.3390 0.2 0.1 0.0 0.097
H 2.5294 -15.4906 -13.1403 0.1 -0.4 0.2 0.064
H 3.7567 -15.3067 -11.3216 0.4 0.3 0.2 0.116
H 2.2235 -15.8112 -10.8100 -0.3 0.0 0.9 0.121
H 1.6115 -13.6814 -9.9978 -0.1 0.3 0.3 0.113
H 3.0780 -12.8310 -10.4461 0.3 0.0 -0.5 0.112
H 4.9027 -14.2748 -7.8546 -0.1 -0.2 0.0 0.090
H 4.7789 -12.9517 -8.9446 0.2 0.2 -0.4 0.082
H 5.2819 -14.5756 -9.5270 -0.2 -0.1 -0.4 0.085
C -7.8436 -17.3829 -22.5545 0.4 -0.8 0.0 -0.110
O -6.6369 -16.6664 -22.4674 0.7 -0.6 0.7 -0.209
C -6.7475 -15.3576 -21.9805 0.9 1.3 -1.5 -0.216
C -5.3492 -14.6528 -22.1924 -0.5 -2.7 -0.2 -0.185
N -4.3139 -15.1148 -21.2669 -0.2 2.1 -0.5 -0.063
C -4.2650 -14.1633 -20.1627 0.5 -2.2 2.3 -0.201
C -2.9573 -14.4354 -19.3689 0.4 0.2 -1.4 -0.239
O -2.7730 -13.6165 -18.2814 -0.3 0.1 2.0 -0.182
C -2.1584 -12.3986 -18.5100 0.0 1.3 -1.2 -0.113
H -8.1960 -17.3347 -23.5848 -0.6 0.2 0.1 0.089
H -8.5824 -17.1335 -21.7928 -0.2 0.6 -0.2 0.087
H -7.6184 -18.4278 -22.3412 0.2 -0.1 -0.2 0.083
H -7.1339 -15.3340 -20.9616 -0.1 0.2 0.1 0.121
H -7.3668 -14.8455 -22.7170 -0.8 0.5 0.5 0.116
H -5.4245 -13.5663 -22.2362 0.1 -0.2 -0.1 0.112
H -5.0010 -15.1310 -23.1080 -0.5 0.8 -0.8 0.110
H -4.5791 -16.0489 -20.9890 0.2 0.0 0.4 0.108
H -5.0841 -14.4125 -19.4882 -0.3 0.3 0.5 0.113
H -4.4162 -13.1049 -20.3748 0.5 -0.2 -0.7 0.108
H -2.1182 -14.3560 -20.0599 0.2 0.5 -0.5 0.106
H -2.7895 -15.4558 -19.0241 -1.0 -0.3 0.1 0.121
H -2.1800 -11.7113 -17.6643 0.0 -0.5 0.4 0.081
H -2.6699 -11.8327 -19.2887 -0.3 0.1 -0.3 0.067
H -1.1390 -12.4805 -18.8870 0.4 -0.3 0.2 0.079
C 0.0325 -20.5051 -12.1137 0.9 -0.1 -1.0 -0.066
O 0.7668 -20.0021 -13.2867 -1.0 -0.1 1.4 -0.198
C 0.2572 -18.8056 -13.8677 1.8 1.2 0.5 -0.201
C 1.4335 -18.2197 -14.7145 -0.4 -1.3 -0.7 -0.194
N 2.6393 -17.6935 -14.0666 -1.2 0.9 1.2 -0.061
C 3.7862 -17.5229 -14.9331 0.7 -0.4 -0.2 -0.207
C 3.6761 -16.3915 -15.9674 -0.5 -1.7 -0.6 -0.211
O 4.9087 -15.9849 -16.5529 0.8 0.1 0.4 -0.206
C 5.4722 -16.8925 -17.5371 -0.9 0.4 0.3 -0.058
H -0.2813 -19.7205 -11.4252 -0.1 0.2 -0.3 0.083
H 0.7018 -21.1656 -11.5626 0.3 0.2 -0.2 0.078
H -0.7916 -21.1496 -12.4197 -0.3 0.3 -0.1 0.079
H 0.0207 -18.0357 -13.1332 -0.2 -0.1 0.6 0.110
H -0.6509 -18.9272 -14.4581 0.1 -0.4 -0.4 0.122
H 0.9977 -17.5131 -15.4208 0.3 0.0 -0.1 0.092
H 1.7780 -19.1104 -15.2399 -0.2 -0.1 -0.9 0.108
H 2.8803 -18.3645 -13.3512 0.1 0.0 0.2 0.113
H 3.9545 -18.4744 -15.4375 0.2 -0.2 -0.6 0.110
H 4.6891 -17.3744 -14.3409 -0.1 0.2 0.3 0.123
H 3.0833 -15.5931 -15.5209 0.6 0.6 -0.1 0.111
H 3.0570 -16.8344 -16.7476 -0.3 0.3 -0.4 0.094
H 4.7339 -16.9385 -18.3376 0.1 -0.6 -0.1 0.074
H 5.7394 -17.8652 -17.1242 -0.5 -0.2 0.2 0.083
H 6.4003 -16.5443 -17.9905 -0.2 0.8 0.4 0.085
C -0.0719 -6.1761 -13.1179 0.1 0.6 -0.3 -0.098
O 0.2055 -5.8441 -14.4734 0.2 -0.3 0.3 -0.209
C -0.9282 -6.0434 -15.3088 0.1 0.6 -1.0 -0.194
C -0.4748 -5.7993 -16.7759 0.5 -0.2 0.6 -0.196
N -1.4634 -6.0134 -17.8207 -0.4 -1.4 0.7 -0.033
C -1.6496 -7.4641 -18.0130 -1.1 0.6 0.5 -0.184
C -3.0573 -7.6835 -18.6111 1.5 -1.3 -0.2 -0.185
O -3.2178 -9.0916 -18.6311 -0.2 -1.1 0.5 -0.241
C -4.5354 -9.5422 -18.9116 0.6 0.7 0.1 -0.094
H 0.6815 -5.8032 -12.4240 0.5 0.2 -0.5 0.085
H -0.0832 -7.2538 -12.9552 -0.6 -0.2 -0.1 0.067
H -0.9786 -5.6419 -12.8339 -0.4 -0.5 0.3 0.088
H -1.7165 -5.3334 -15.0584 -0.2 0.1 0.2 0.123
H -1.3355 -7.0482 -15.1967 0.0 -0.2 0.1 0.088
H 0.3587 -6.4931 -16.8850 0.5 -0.1 -0.2 0.107
H -0.0543 -4.7969 -16.8573 -0.1 0.0 0.1 0.103
H -1.0404 -5.8236 -18.7180 0.1 1.2 0.3 0.048
H -1.4801 -8.0108 -17.0854 -0.6 -0.1 0.2 0.104
H -0.8711 -7.8700 -18.6590 -0.1 -0.1 -0.3 0.080
H -3.0069 -7.3676 -19.6531 -0.3 0.6 -0.1 0.115
H -3.8697 -7.2047 -18.0645 0.2 0.2 0.1 0.119
H -4.7252 -9.3856 -19.9735 -0.4 -0.1 -0.1 0.084
H -5.2044 -8.9649 -18.2734 -0.5 0.0 -0.2 0.081
H -4.6512 -10.5938 -18.6496 0.3 0.0 -0.1 0.078
C 1.9473 -10.0926 -9.0618 -0.2 0.5 -0.3 -0.078
O 1.3455 -9.9628 -10.3933 1.1 0.1 0.6 -0.198
C 0.2389 -10.8092 -10.7139 0.4 -1.1 0.9 -0.204
C -0.1831 -10.7998 -12.2067 0.0 0.7 0.9 -0.191
N -1.4935 -11.4480 -12.3572 1.0 -0.2 0.8 -0.034
C -1.9673 -11.7376 -13.6896 0.9 0.5 0.0 -0.206
C -2.4445 -10.5248 -14.4282 -1.4 0.0 0.5 -0.197
O -3.6265 -9.9943 -13.7482 1.2 -0.3 -0.3 -0.175
C -3.9491 -8.7135 -14.2243 -0.9 0.0 -0.3 -0.119
H 2.5516 -10.9603 -8.7972 -0.6 -1.0 -0.8 0.067
H 1.2471 -9.9140 -8.2457 -0.5 -0.2 -0.2 0.084
H 2.7288 -9.3530 -8.8876 -0.3 0.7 -0.9 0.079
H -0.5620 -10.6153 -10.0003 -0.6 0.5 -0.4 0.119
H 0.4964 -11.8314 -10.4366 0.2 -0.4 -0.2 0.089
H 0.6009 -11.2519 -12.8142 -0.2 -0.8 0.0 0.091
H -0.0853 -9.7655 -12.5368 -0.6 0.6 -0.1 0.094
H -2.1981 -11.0185 -11.7749 0.0 0.2 -0.1 0.112
H -2.7064 -12.5387 -13.6985 0.0 0.1 0.2 0.127
H -1.0941 -12.0742 -14.2484 0.0 -0.4 -0.1 0.098
H -2.6960 -10.8642 -15.4330 -0.2 0.4 -0.4 0.113
H -1.6557 -9.7739 -14.4748 0.0 0.3 0.0 0.104
H -3.1306 -7.9997 -14.1320 0.2 0.0 -0.2 0.071
H -4.8185 -8.2971 -13.7155 0.1 -0.3 0.6 0.085
H -4.3294 -8.7887 -15.2431 0.5 0.2 -0.5 0.081
C 0.3333 -3.7100 -19.5960 0.4 1.5 -0.8 -0.137
O -0.0576 -5.0162 -19.8456 1.1 -1.4 -0.7 -0.227
C 0.6881 -5.6376 -20.9501 0.0 0.3 0.5 -0.132
C 0.5028 -7.1723 -20.9749 -0.8 1.3 -0.2 -0.190
N -0.7714 -7.4691 -21.6304 -0.2 -1.1 1.2 -0.053
C -1.0667 -8.9132 -21.4196 -1.3 1.4 -0.9 -0.177
C -2.3131 -9.2292 -22.2899 1.0 0.1 0.0 -0.221
O -2.9358 -10.4224 -21.9324 -0.5 0.0 -0.2 -0.194
C -2.2651 -11.6106 -22.2647 -1.1 -0.4 0.1 -0.101
H 0.0931 -3.0987 -20.4659 -0.1 0.3 -0.3 0.087
H 1.4013 -3.5586 -19.4392 0.4 -0.5 0.1 0.087
H -0.1469 -3.1981 -18.7620 -0.5 -0.8 0.2 0.086
H 1.7425 -5.3676 -20.8914 0.2 0.0 0.4 0.113
H 0.3269 -5.1389 -21.8494 -0.2 -0.3 -0.4 0.118
H 0.4714 -7.5017 -19.9363 0.0 -0.1 0.0 0.097
H 1.2716 -7.7635 -21.4723 0.7 0.6 0.2 0.090
H -0.6672 -7.2967 -22.6201 0.0 0.0 -0.2 0.104
H -1.3195 -9.0932 -20.3747 0.0 0.1 0.0 0.092
H -0.1943 -9.5143 -21.6758 0.1 -0.4 -0.1 0.098
H -2.0176 -9.2137 -23.3390 0.3 -0.5 -0.5 0.113
H -3.0727 -8.4475 -22.2981 0.1 0.2 0.9 0.123
H -1.4503 -11.8105 -21.5688 0.3 -0.1 -0.3 0.082
H -2.0176 -11.7020 -23.3223 0.6 0.5 -0.1 0.093
H -3.0468 -12.3647 -22.1723 0.2 -0.4 0.4 0.072
C 5.9854 -13.7109 -20.6855 -0.3 -0.2 1.2 -0.085
O 4.9894 -14.2784 -19.8110 -0.4 -0.2 -1.0 -0.205
C 3.6816 -13.6771 -19.9895 0.5 0.1 0.8 -0.189
C 2.6347 -14.3148 -19.0991 -0.1 0.0 -0.2 -0.210
N 2.1770 -15.6247 -19.5196 0.0 0.7 -0.6 -0.051
C 0.9317 -16.0667 -18.8688 1.9 -1.1 -1.1 -0.181
C 0.7019 -17.5566 -19.1342 0.1 0.0 0.4 -0.209
O 1.5428 -18.4123 -18.3308 -0.2 1.0 -0.3 -0.222
C 1.1368 -19.7721 -18.4112 0.0 1.1 -0.2 -0.101
H 6.0156 -12.6462 -20.4539 -0.1 0.3 -0.7 0.058
H 5.8538 -13.9664 -21.7370 -0.4 0.3 -0.1 0.089
H 6.9680 -14.0848 -20.3982 -0.1 -0.3 0.2 0.082
H 3.2915 -13.6438 -21.0068 0.5 -0.4 -0.4 0.115
H 3.7581 -12.6399 -19.6635 0.1 0.3 0.0 0.112
H 1.7947 -13.6228 -19.1584 -0.2 0.1 0.2 0.102
H 2.9660 -14.3434 -18.0610 0.2 0.3 0.4 0.109
H 2.9891 -16.2237 -19.5613 -0.5 -0.7 0.4 0.098
H 0.1276 -15.5404 -19.3833 -0.2 0.2 0.4 0.111
H 0.9715 -15.8759 -17.7964 -0.4 0.1 0.3 0.101
H 0.8402 -17.8064 -20.1862 0.3 0.2 -0.3 0.121
H -0.3642 -17.7250 -18.9818 -0.2 -0.4 0.6 0.112
H 1.0107 -20.0226 -19.4646 -0.1 -0.4 -0.1 0.083
H 0.1825 -19.8194 -17.8866 -0.1 -0.7 0.1 0.086
H 1.9274 -20.3825 -17.9750 -0.3 0.0 0.1 0.089
C 6.8496 -10.7734 -18.0809 -0.5 0.7 -0.2 -0.045
O 5.9550 -11.2390 -17.0576 0.8 -0.9 -0.4 -0.231
C 6.1910 -12.5758 -16.6330 0.3 -1.2 0.3 -0.171
C 5.2318 -12.9825 -15.4853 -0.5 0.8 -2.0 -0.145
N 5.1054 -11.7805 -14.6255 -0.3 -1.9 0.1 -0.053
C 3.9605 -11.8150 -13.7145 -0.5 -0.7 1.0 -0.184
C 3.6466 -10.4759 -13.1312 0.4 0.4 -0.8 -0.186
O 3.5354 -9.5461 -14.2022 -0.9 0.9 0.7 -0.265
C 3.0571 -8.2242 -13.8209 -0.6 -1.1 0.1 -0.005
H 7.8969 -11.0542 -17.9698 -0.1 -0.3 0.5 0.100
H 6.7939 -9.6850 -18.0640 0.0 -0.1 0.2 0.080
H 6.5188 -11.0724 -19.0756 -0.1 -0.3 0.1 0.068
H 7.2354 -12.7134 -16.3534 0.3 0.4 0.3 0.125
H 6.0407 -13.3298 -17.4056 -0.2 0.2 -0.5 0.117
H 5.4994 -13.9233 -15.0043 0.4 0.2 0.3 0.125
H 4.3163 -13.2224 -16.0261 -0.5 0.4 0.4 0.111
H 5.9841 -11.9081 -14.1442 0.1 1.2 0.7 0.145
H 4.1070 -12.4081 -12.8118 0.3 -0.7 -0.2 0.117
H 3.0730 -12.2332 -14.1893 0.2 0.0 -0.5 0.121
H 4.5208 -10.2143 -12.5350 -0.2 0.5 0.6 0.140
H 2.7168 -10.5670 -12.5697 0.1 0.3 0.3 0.113
H 3.4601 -7.9870 -12.8363 0.4 0.5 -0.3 0.105
H 1.9761 -8.2694 -13.6878 -0.2 -0.3 0.0 0.075
H 3.1964 -7.5026 -14.6259 0.7 -0.3 0.2 0.073
```
Forces are in eV/Å.

Output
Energy relative to the best compared isomer or geometry (same formula, charge and spin), eV: 0.000
Spin multiplicity: 1
Maximum force, hartree/bohr: 0.063
Frontier orbital gap, eV: 7.500
Energy, eV: -178378.388